(1)
{
  "formula": "C4H13N6",
  "method": "ωB97M-V with the def2-TZVPD basis set",
  "molar_mass_g_mol": 145.19,
  "homo_lumo_gap_ev": 8.22,
  "homo_energy_ev": -12.00,
  "e_tot_ev": -13291.51684,
  "de_lowest_kj_mol": 143.9,
  "spin_multiplicity": 1,
  "total_charge": 1,
  "species": ["C", "C", "C", "C", "N", "N", "N", "N", "N", "N", "H", "H", "H", "H", "H", "H", "H", "H", "H", "H", "H", "H", "H"],
  "positions_angstrom": [[4.788651, 0.139809, -0.051396], [-0.902008, 0.941430, -0.452534], [-0.489530, -0.367570, -0.311281], [6.045688, 0.617637, -0.508096], [3.808807, -0.244488, 0.396315], [0.839440, -0.387080, -0.081848], [-2.116270, 1.311889, -0.746387], [-4.355468, -0.371662, 0.037922], [-1.295243, -1.444101, -0.282907], [1.418192, -1.469604, 0.351576], [-0.138111, 1.757309, -0.491118], [6.124748, 0.553097, -1.602836], [7.019754, 0.192371, -0.002932], [6.316348, 1.692311, -0.287846], [-2.899184, 0.638851, -0.504432], [-2.612814, 2.170637, -0.607181], [-4.134590, -1.221416, 0.584946], [-5.074131, -0.660557, -0.597073], [-1.328932, -2.069098, 0.451234], [-2.212276, -1.273936, -0.772179], [2.344703, -1.205730, 0.430633], [-4.709349, 0.260280, 0.748378], [0.938680, -2.408356, 0.142312]],
  "atomic_forces_ev_per_a": [[-0.002, 0.043, 0.900], [1.086, 2.705, -1.206], [2.886, 0.503, 0.880], [3.919, 1.391, -0.062], [0.058, 0.001, -0.185], [-1.525, -0.251, 0.848], [-2.973, -1.842, 1.211], [0.882, -0.883, 1.092], [-2.566, 0.510, -3.187], [-4.723, -0.794, -1.814], [-0.467, -1.098, 0.211], [0.052, -0.317, 0.382], [-2.272, -0.163, -0.990], [-1.300, -0.777, -0.081], [0.792, -0.235, -0.691], [1.260, 1.313, -0.253], [-0.062, 0.546, -0.440], [-0.636, 0.212, -0.257], [0.002, -1.243, 1.830], [1.452, -0.692, 0.974], [3.224, -0.662, 0.513], [-0.463, 0.090, -0.268], [1.376, 1.644, 0.593]]
}



(2)
{
  "formula": "CH11O4S",
  "method": "ωB97M-V with the def2-TZVPD basis set",
  "molar_mass_g_mol": 119.16,
  "homo_lumo_gap_ev": 6.95,
  "homo_energy_ev": -3.35,
  "e_tot_ev": -20242.59533,
  "de_lowest_kj_mol": 31.5,
  "spin_multiplicity": 1,
  "total_charge": -1,
  "species": ["C", "S", "H", "H", "H", "H", "H", "O", "H", "H", "O", "H", "H", "O", "H", "H", "O"],
  "positions_angstrom": [[1.488452, -0.966684, -1.850571], [2.587704, -0.791379, -0.382799], [1.699518, -1.853408, -2.449696], [0.447633, -1.029297, -1.527563], [1.630235, -0.073834, -2.458929], [0.309018, 0.834084, 1.109982], [1.616145, 1.065747, 0.572237], [0.854092, 1.603634, 0.923011], [0.788093, -1.501403, 1.069699], [-0.693668, -1.650507, 1.112018], [0.011442, -1.231138, 1.615034], [-2.546867, 0.738165, -0.305010], [-1.343117, 0.350552, -1.157201], [-2.291947, 0.316835, -1.139395], [-1.176334, 1.979074, 1.262366], [-1.475972, 0.834390, 2.131722], [-1.904434, 1.375163, 1.475089]],
  "atomic_forces_ev_per_a": [[0.254, 0.334, 0.471], [-0.134, -0.382, 0.016], [0.122, -0.003, 0.035], [-0.114, 0.051, -0.146], [-0.236, -0.093, -0.233], [-0.241, -0.362, 0.208], [0.027, 0.466, -0.204], [0.404, -0.324, -0.152], [0.508, 0.626, 0.187], [-0.360, 0.102, 0.108], [-0.120, -0.448, -0.342], [0.391, -0.135, -0.005], [0.730, 0.091, 0.110], [-1.021, -0.075, -0.185], [-0.131, 0.152, -0.300], [0.028, -0.729, 0.451], [-0.108, 0.728, -0.019]]
}



(3)
{
  "formula": "C21H20ClO2PTi",
  "method": "ωB97M-V with the def2-TZVPD basis set",
  "molar_mass_g_mol": 418.68,
  "homo_lumo_gap_ev": [5.14, 5.14],
  "homo_energy_ev": [-15.18, -15.18],
  "e_tot_ev": -71107.05367,
  "de_lowest_kj_mol": 0.0,
  "spin_multiplicity": 1,
  "total_charge": 2,
  "species": ["Cl", "C", "C", "C", "H", "C", "C", "H", "H", "H", "C", "Ti", "C", "C", "O", "O", "H", "H", "H", "C", "P", "C", "C", "C", "C", "C", "C", "C", "C", "C", "C", "C", "C", "H", "H", "H", "H", "H", "H", "H", "H", "H", "H", "H", "H", "H"],
  "positions_angstrom": [[-2.585912, -1.907877, -1.356959], [1.246017, -2.375227, -3.140452], [1.953061, -1.157611, -2.820786], [1.080019, -0.052987, -3.106979], [3.008242, -1.118866, -2.568847], [-0.156702, -0.577557, -3.624068], [-0.046504, -2.009488, -3.638368], [-0.822020, -2.687182, -4.008087], [1.640981, -3.395333, -3.055212], [1.297947, 0.999910, -3.001574], [-1.297292, 0.207815, -4.150958], [0.157778, -1.239834, -1.446267], [1.841273, -0.552929, -0.346126], [0.350556, -3.096018, -0.434384], [2.777308, -0.074562, 0.161659], [0.463660, -4.058364, 0.198230], [-1.328390, 1.198305, -3.695415], [-2.243942, -0.296564, -3.946571], [-1.211428, 0.346821, -5.235844], [-2.451826, 0.796597, 0.653660], [-0.728368, 0.216186, 0.552632], [0.091901, 1.859156, 0.731658], [0.051667, 2.698580, -0.394381], [0.684056, 3.942888, -0.371149], [1.358517, 4.363911, 0.780595], [1.372577, 3.546184, 1.913489], [0.708859, 2.307711, 1.904940], [-0.520846, -0.684021, 2.128833], [0.730849, -0.797993, 2.749451], [0.901009, -1.635613, 3.857925], [-0.179989, -2.374755, 4.354809], [-1.425914, -2.278936, 3.727434], [-1.590527, -1.452790, 2.615858], [-2.613844, 1.261051, 1.637312], [-3.129067, -0.045701, 0.488276], [-2.622571, 1.538770, -0.132680], [-0.477220, 2.374538, -1.293608], [0.650994, 4.581613, -1.250494], [1.866131, 5.330032, 0.795292], [1.900031, 3.865849, 2.817272], [0.685187, 1.704640, 2.815095], [1.594001, -0.247331, 2.367035], [1.885626, -1.714841, 4.332842], [-0.044082, -3.027707, 5.221918], [-2.271354, -2.859369, 4.104844], [-2.550469, -1.421111, 2.108165]],
  "atomic_forces_ev_per_a": [[2.961, 0.458, -0.089], [-0.170, 0.439, -0.077], [-0.297, -0.361, -0.748], [-0.357, -0.903, -0.413], [-0.222, 0.119, 0.112], [1.025, -0.531, -0.535], [0.372, 0.332, 0.071], [0.289, 0.247, 0.360], [-0.157, 0.552, -0.059], [0.114, 0.034, 0.092], [-0.487, 0.220, 0.312], [-3.966, 0.561, 0.351], [4.872, 2.363, 2.755], [0.707, -5.527, 3.434], [-4.393, -2.292, -2.397], [-0.587, 4.282, -2.855], [-0.025, 0.025, -0.077], [0.073, 0.031, -0.072], [0.160, -0.123, 0.166], [-0.508, -0.447, -0.659], [-0.292, 1.762, 1.606], [0.300, -0.112, -0.150], [0.406, -0.020, 0.110], [-0.098, -0.156, 0.151], [-0.057, -0.263, 0.034], [-0.240, -0.126, -0.043], [0.263, 0.131, -0.068], [0.318, -0.756, -0.486], [0.452, -0.372, 0.154], [-0.021, 0.114, -0.054], [0.080, 0.184, -0.182], [0.041, 0.057, 0.047], [-0.054, -0.112, -0.053], [0.271, -0.183, -0.271], [-0.025, 0.287, 0.094], [0.013, -0.130, 0.129], [0.098, 0.113, 0.096], [-0.014, -0.091, 0.181], [-0.157, -0.323, -0.012], [-0.289, -0.086, -0.335], [0.064, 0.252, -0.337], [-0.308, -0.172, 0.260], [-0.452, 0.076, -0.201], [-0.071, 0.253, -0.350], [0.277, 0.232, -0.170], [0.088, -0.039, 0.177]]
}



(4)
{
  "formula": "C6H9N",
  "method": "ωB97M-V with the def2-TZVPD basis set",
  "molar_mass_g_mol": 95.14,
  "homo_lumo_gap_ev": 8.20,
  "homo_energy_ev": -7.80,
  "e_tot_ev": -7854.30006,
  "de_lowest_kj_mol": 372.4,
  "spin_multiplicity": 1,
  "species": ["C", "C", "C", "C", "C", "C", "N", "H", "H", "H", "H", "H", "H", "H", "H", "H"],
  "positions_angstrom": [[-0.354047, 2.484494, 0.447221], [-0.451085, 1.117961, -0.207830], [0.156321, 0.045782, 0.491134], [0.226757, -1.152890, -0.167453], [0.948330, -2.341732, 0.436016], [-0.236481, -1.313570, -1.465194], [-1.017741, 0.816435, -1.341253], [-0.828605, 2.429823, 1.435100], [0.693848, 2.752002, 0.623560], [-0.825491, 3.300481, -0.105171], [0.580027, 0.175460, 1.473707], [0.724194, -3.298399, -0.047389], [0.682001, -2.418039, 1.492726], [2.027031, -2.172564, 0.359944], [-1.021893, -2.085747, -1.566638], [-1.303168, 1.660502, -1.858481]],
  "atomic_forces_ev_per_a": [[-0.040, 0.054, -0.100], [0.096, -0.316, 0.142], [0.126, -0.018, 0.229], [0.007, 0.120, -0.175], [0.022, -0.097, 0.066], [-0.289, 0.908, 0.289], [0.185, -0.400, 0.425], [0.044, -0.021, -0.206], [-0.154, -0.094, -0.107], [-0.013, -0.229, -0.104], [0.090, 0.037, 0.096], [-0.034, 0.242, -0.024], [0.062, -0.022, -0.106], [-0.160, -0.063, 0.024], [-0.061, 0.699, -0.316], [0.118, -0.801, -0.132]]
}



(5)
{
  "formula": "C16H35BClNO9S",
  "method": "ωB97M-V with the def2-TZVPD basis set",
  "molar_mass_g_mol": 463.79,
  "homo_lumo_gap_ev": 9.01,
  "homo_energy_ev": -9.01,
  "e_tot_ev": -61109.86944,
  "spin_multiplicity": 1,
  "species": ["N", "B", "O", "C", "O", "C", "O", "C", "Cl", "C", "S", "H", "H", "H", "H", "H", "H", "H", "C", "O", "C", "C", "O", "C", "C", "O", "C", "H", "H", "H", "H", "H", "H", "H", "H", "H", "H", "H", "H", "H", "H", "C", "O", "C", "C", "O", "C", "C", "O", "C", "H", "H", "H", "H", "H", "H", "H", "H", "H", "H", "H", "H", "H", "H"],
  "positions_angstrom": [[0.795653, -8.244547, 2.197811], [-0.465820, -7.583541, 2.519877], [-1.560908, -8.263189, 2.988592], [-0.568180, -6.004323, 2.323800], [-0.195499, -5.782396, 0.930669], [0.304122, -4.534581, 0.779499], [0.269077, -3.929529, -0.249832], [0.932460, -4.126917, 2.100557], [0.792220, -2.387550, 2.386990], [0.247607, -4.997080, 3.176594], [1.549563, -5.619479, 4.298692], [0.866459, -9.145156, 2.662309], [0.908672, -8.409025, 1.201892], [-1.632894, -9.128327, 2.562787], [-1.617903, -5.690580, 2.383967], [1.993858, -4.389261, 2.052511], [-0.426239, -4.375843, 3.764360], [1.344304, -6.932603, 4.197158], [2.870683, -2.897630, -1.715399], [3.186845, -1.585156, -2.125441], [3.378578, -1.487325, -3.522020], [3.237709, -0.053523, -3.978698], [1.891863, 0.377897, -4.101428], [1.202484, 0.672950, -2.897262], [1.581882, 1.997894, -2.277950], [2.794813, 1.890138, -1.555327], [3.381583, 3.146771, -1.313328], [3.680209, -3.595827, -1.966645], [2.737421, -2.876446, -0.636930], [1.939507, -3.242235, -2.173696], [2.641625, -2.104851, -4.051182], [4.385704, -1.848676, -3.777658], [3.648951, 0.014031, -4.988139], [3.812855, 0.612681, -3.331613], [1.306760, -0.134152, -2.169159], [0.150498, 0.737048, -3.184934], [0.784761, 2.304043, -1.585948], [1.675964, 2.755255, -3.066694], [3.627636, 3.656456, -2.252619], [4.299022, 2.977508, -0.753301], [2.719167, 3.792540, -0.723612], [-3.637848, 2.870644, -1.966859], [-3.191061, 3.208720, -0.674852], [-1.778265, 3.216895, -0.582574], [-1.318171, 4.019274, 0.611679], [-1.320061, 5.421261, 0.399273], [-2.577285, 6.075403, 0.439052], [-3.125465, 6.269805, 1.833817], [-3.724238, 5.079433, 2.310937], [-3.882219, 5.085364, 3.709810], [-3.295309, 1.870949, -2.260618], [-4.725725, 2.878992, -1.950078], [-3.288227, 3.597576, -2.709632], [-1.337982, 3.643466, -1.493117], [-1.427988, 2.179840, -0.473749], [-0.271788, 3.763422, 0.793372], [-1.892119, 3.747826, 1.500450], [-3.310602, 5.570049, -0.193479], [-2.391007, 7.066189, 0.019731], [-3.880104, 7.069223, 1.811881], [-2.310114, 6.578257, 2.500411], [-2.913668, 5.166340, 4.217434], [-4.349378, 4.143719, 3.990552], [-4.524449, 5.911890, 4.037309]],
  "atomic_forces_ev_per_a": [[-0.879, -0.434, -0.103], [0.458, -0.149, 0.133], [-0.046, 0.273, -0.407], [-0.507, 0.080, 0.000], [-0.020, 0.135, 0.078], [-0.065, 0.082, -0.467], [0.109, -0.309, 0.424], [-0.156, 0.046, 0.195], [0.076, 0.002, -0.008], [0.455, -0.011, -0.437], [-0.083, 0.084, 0.368], [0.008, -0.073, -0.185], [0.498, 0.402, 0.044], [0.142, -0.045, 0.553], [0.111, -0.113, 0.074], [-0.154, 0.183, -0.077], [0.048, -0.131, -0.018], [-0.056, -0.054, -0.143], [0.159, 0.055, -0.018], [-0.121, 0.017, -0.014], [0.060, -0.007, 0.119], [0.054, 0.005, -0.098], [0.016, 0.028, 0.007], [-0.132, -0.016, -0.021], [0.069, -0.050, 0.180], [0.097, 0.003, -0.181], [-0.020, -0.035, 0.085], [-0.028, -0.012, -0.008], [-0.009, 0.009, 0.011], [0.007, -0.030, -0.006], [0.008, 0.001, -0.029], [-0.033, -0.040, -0.066], [-0.008, 0.017, -0.002], [-0.025, -0.055, 0.080], [0.073, 0.046, 0.041], [-0.001, -0.018, -0.007], [-0.038, 0.086, -0.078], [-0.038, -0.001, -0.013], [-0.028, 0.026, 0.010], [-0.005, -0.004, 0.015], [0.004, 0.022, -0.022], [-0.031, -0.076, 0.052], [0.015, 0.228, -0.067], [-0.160, -0.155, 0.051], [0.122, -0.055, 0.045], [0.003, 0.000, 0.001], [0.002, 0.095, -0.062], [-0.133, -0.051, 0.014], [0.161, -0.059, 0.014], [-0.077, -0.009, -0.030], [0.008, 0.012, -0.024], [-0.004, -0.012, 0.009], [0.023, -0.028, -0.013], [0.014, 0.001, -0.001], [0.105, 0.030, -0.064], [0.001, 0.010, 0.015], [-0.083, -0.008, -0.059], [-0.030, -0.055, 0.078], [0.003, -0.006, -0.018], [0.055, 0.052, 0.037], [0.012, 0.024, -0.012], [-0.011, 0.035, 0.010], [-0.015, 0.001, -0.005], [0.020, 0.007, 0.019]]
}



(6)
{
  "formula": "C5H12O3",
  "method": "ωB97M-V with the def2-TZVPD basis set",
  "molar_mass_g_mol": 120.15,
  "homo_lumo_gap_ev": 8.82,
  "homo_energy_ev": -8.38,
  "e_tot_ev": -11518.62083,
  "de_lowest_kj_mol": 399.9,
  "spin_multiplicity": 1,
  "species": ["C", "C", "C", "C", "C", "O", "H", "H", "H", "H", "H", "H", "H", "H", "H", "H", "O", "H", "H", "O"],
  "positions_angstrom": [[1.353855, 0.133071, 2.298861], [0.514587, -0.128717, 1.108136], [0.868580, 0.321531, -0.105678], [0.129553, -0.090221, -1.204068], [0.086971, 0.667846, -2.324634], [-0.598264, 0.278828, -3.415257], [0.766511, 0.159925, 3.359128], [2.162187, -0.691281, 2.527834], [1.874143, 1.090576, 2.223622], [-0.360389, -0.672003, 1.447980], [1.921328, 0.667622, -0.312966], [-0.372721, -1.012260, -1.420612], [0.638145, 1.614091, -2.499718], [-0.836451, -0.826467, -3.350339], [-1.709515, -2.979519, 0.836871], [-0.541761, -3.044275, -0.178201], [-1.319083, -3.606731, 0.170238], [-0.496228, 3.390609, 2.113389], [-0.084492, 2.027300, 2.112552], [-0.667906, 2.684731, 2.558113]],
  "atomic_forces_ev_per_a": [[1.069, -1.016, 3.726], [0.997, 0.615, 1.131], [1.455, -1.540, 2.450], [-0.774, 1.595, -4.561], [0.353, -0.640, 0.503], [-0.993, -4.344, -0.671], [1.035, 0.047, -2.659], [-1.407, 1.426, -0.700], [0.211, -0.147, 0.067], [-0.470, -0.026, -1.197], [-1.332, 0.332, 0.651], [-0.400, -0.711, 1.074], [-0.612, -0.559, 0.307], [0.939, 4.869, -0.101], [0.407, -1.027, -0.906], [-1.734, -1.461, 0.766], [1.357, 2.509, 0.153], [1.384, 7.333, -4.209], [-0.804, 0.387, 0.635], [-0.682, -7.642, 3.539]]
}